(1)
Below is a cluster of 8 separate species, C27H56N9O22S2 in total, with properties calculated with wB97M-V/def2-TZVPD.

## Properties
Kohn-Sham gap in eV: 6.310
Highest occupied orbital energy in eV: -4.75
Lowest unoccupied orbital energy in eV: 1.560

The geometry in ORCA input format:
```
! wB97M-V def2-TZVPD RIJCOSX def2/J DEFGRID3
* xyz -1 1
C -3.656 0.758 2.300
C -2.963 -0.370 3.150
C -1.493 0.070 3.478
O -1.264 1.194 3.823
O -0.547 -0.910 3.386
C 0.431 -0.605 2.329
C -0.183 -1.120 0.999
C 0.837 -1.258 -0.178
C 1.581 0.118 -0.308
O 0.741 1.286 -0.073
C 1.596 2.388 0.046
O 2.117 2.512 1.373
C 3.376 3.164 1.384
C 4.584 2.216 1.033
O 5.164 2.495 -0.258
C 1.946 -2.294 0.354
O 3.134 -2.185 0.039
O 1.479 -3.233 1.092
N 0.296 -1.850 -1.398
C 1.226 -1.943 -2.507
C -1.040 -1.422 -1.775
C -1.179 0.087 -2.282
C -2.217 0.861 -1.392
S -3.239 2.091 -2.335
C -2.059 2.733 -3.567
S -2.480 2.610 -5.155
N -0.854 3.258 -3.053
C -1.063 4.246 -1.973
C -1.807 5.513 -2.502
O -0.911 6.169 -3.417
C -0.577 5.309 -4.517
C -0.018 3.909 -4.079
H -2.950 1.489 1.852
H -4.188 0.261 1.454
H -4.402 1.320 2.898
H -3.473 -0.441 4.135
H -2.964 -1.331 2.596
H 1.370 -1.106 2.634
H 0.617 0.490 2.282
H -0.957 -0.362 0.693
H -0.762 -2.056 1.180
H 2.362 0.127 0.494
H 2.128 0.280 -1.262
H 2.460 2.337 -0.667
H 1.033 3.323 -0.183
H 3.561 3.510 2.430
H 3.402 4.088 0.750
H 4.254 1.155 1.073
H 5.402 2.320 1.776
H 4.893 3.375 -0.551
H 2.126 -2.562 -2.318
H 0.669 -2.446 -3.355
H 1.559 -0.953 -2.931
H -1.818 -1.682 -1.022
H -1.316 -2.036 -2.669
H -1.630 0.069 -3.307
H -0.206 0.605 -2.388
H -1.767 1.309 -0.477
H -2.959 0.110 -1.020
H -0.048 4.598 -1.662
H -1.546 3.837 -1.063
H -1.954 6.195 -1.631
H -2.800 5.282 -2.958
H -1.464 5.234 -5.190
H 0.226 5.809 -5.103
H 0.978 4.110 -3.604
H 0.203 3.248 -4.947
C -1.393 -5.251 0.395
N -2.398 -4.388 -0.282
O -3.482 -4.231 0.263
O -2.053 -3.899 -1.332
H -1.816 -5.623 1.319
H -1.158 -6.070 -0.279
H -0.509 -4.633 0.590
C -1.792 3.055 6.157
N -3.053 3.801 6.415
O -3.725 3.461 7.373
O -3.327 4.701 5.646
H -1.681 2.287 6.917
H -1.868 2.608 5.167
H -0.974 3.769 6.206
C 6.225 0.228 5.465
N 6.093 1.214 4.359
O 6.857 2.164 4.358
O 5.231 0.998 3.536
H 7.030 0.545 6.121
H 5.277 0.204 5.997
H 6.448 -0.737 5.017
C 1.072 -5.106 -5.857
N 0.058 -4.139 -5.361
O -0.199 -3.178 -6.065
O -0.441 -4.383 -4.283
H 1.434 -4.769 -6.825
H 1.881 -5.134 -5.131
H 0.585 -6.075 -5.941
C -1.432 9.831 -0.731
N -2.607 8.927 -0.841
O -2.474 7.786 -0.443
O -3.618 9.397 -1.324
H -0.609 9.280 -0.286
H -1.178 10.162 -1.735
H -1.721 10.669 -0.102
C -0.220 -7.261 3.654
N -0.212 -8.145 2.457
O -0.963 -7.858 1.543
O 0.548 -9.092 2.478
H -0.939 -6.464 3.495
H -0.501 -7.871 4.509
H 0.784 -6.858 3.769
C -1.094 -8.759 -2.319
N 0.036 -8.080 -3.009
O 0.046 -8.098 -4.229
O 0.870 -7.556 -2.305
H -1.757 -9.179 -3.068
H -0.672 -9.541 -1.691
H -1.609 -8.011 -1.721
*
```



(2)
Below is a structure of composition C21H18N5O2PdS2, with properties calculated with wB97M-V/def2-TZVPD.

## Properties
Kohn-Sham gap (spin up / spin down) in eV: 7.169 / 5.754
Highest occupied orbital energy (spin up / spin down) in eV: -11.25 / -11.21
⟨S²⟩: 2.100
Lowest unoccupied orbital energy (spin up / spin down) in eV: -4.078 / -5.457

The geometry in ORCA input format:
```
! wB97M-V def2-TZVPD RIJCOSX def2/J DEFGRID3
* xyz 1 3
Pd -1.525 -0.582 -0.366
C -4.959 -0.998 -4.336
S -5.574 -0.494 -2.722
C -4.162 -0.482 -1.734
S -2.600 -0.879 -2.387
N -4.414 -0.074 -0.508
N -3.295 -0.033 0.238
C -3.297 0.489 1.424
C -1.987 0.557 2.102
C -1.771 1.339 3.268
C -0.512 1.667 3.812
C 0.716 1.582 3.222
C 1.014 1.180 1.797
N -1.075 -0.139 1.490
H -5.836 -1.011 -4.979
H -4.526 -1.994 -4.292
H -4.238 -0.282 -4.722
H -4.215 0.885 1.840
H -2.652 1.689 3.791
H -0.535 2.090 4.808
H 1.563 1.891 3.822
H 2.095 1.043 1.696
O 5.218 -4.502 -2.230
C 4.902 -4.246 -0.949
O 5.495 -4.764 -0.050
C 3.756 -3.306 -0.692
C 2.727 -3.083 -1.611
C 1.690 -2.242 -1.294
C 1.647 -1.590 -0.030
C 2.711 -1.826 0.895
C 3.729 -2.677 0.564
N 0.620 -0.786 0.202
C 0.372 -0.188 1.526
C 0.605 2.287 0.826
C 1.089 3.577 1.009
C 0.714 4.558 0.107
C -0.132 4.222 -0.941
C -0.564 2.911 -1.038
N -0.203 1.963 -0.172
H 4.740 -3.928 -2.839
H 2.713 -3.594 -2.566
H 0.875 -2.064 -1.984
H 2.717 -1.342 1.862
H 4.530 -2.888 1.259
H 0.685 -0.866 2.328
H 1.749 3.808 1.835
H 1.077 5.570 0.220
H -0.449 4.956 -1.666
H -1.227 2.595 -1.836
*
```



(3)
Below is a cluster of 3 separate species, C36H49FN2O11P2S in total, with properties calculated with wB97M-V/def2-TZVPD.

## Properties
SMILES string: C#CC[C@](C)(F)O[C@](COc1ccccc1)(P(C)O)[C@@](CCC)(N(CN)CSCC)P(C)C.O=C1C=C(O)C(=O)C=C1O.O=C1C=C(O)C(=O)C=C1O
Kohn-Sham gap in eV: 5.615
Highest occupied orbital energy in eV: -7.30
Lowest unoccupied orbital energy in eV: -1.681

The geometry in ORCA input format:
```
! wB97M-V def2-TZVPD RIJCOSX def2/J DEFGRID3
* xyz 0 1
C -6.307 0.095 -0.927
C -5.514 0.852 -0.459
C -4.436 1.653 0.077
C -3.064 1.456 -0.684
C -2.832 2.712 -1.518
F -3.236 0.442 -1.585
O -2.154 1.211 0.328
C -0.922 0.542 0.115
C -0.090 1.164 -1.044
O -0.425 0.673 -2.365
C 0.666 0.352 -3.132
C 1.679 1.254 -3.412
C 2.773 0.874 -4.173
C 2.854 -0.414 -4.667
C 1.831 -1.318 -4.427
C 0.745 -0.925 -3.661
P -1.196 -1.295 -0.512
C -2.317 -2.152 0.672
O 0.250 -2.101 -0.299
C -0.098 0.691 1.454
C -0.975 1.015 2.710
C -2.280 0.243 2.996
C -2.284 -0.626 4.281
N 0.860 -0.360 1.688
C 2.272 -0.207 1.481
N 2.661 -0.063 0.059
C 0.495 -1.495 2.462
S 1.197 -1.519 4.187
C 2.095 -3.089 4.264
C 3.474 -3.070 3.616
P 0.940 2.325 1.311
C -0.222 3.724 1.008
C 1.498 2.733 3.036
H -6.943 -0.650 -1.327
H -4.298 1.352 1.114
H -4.705 2.705 0.102
H -2.644 3.574 -0.890
H -2.060 2.557 -2.268
H -3.755 2.865 -2.069
H -0.237 2.239 -1.096
H 0.965 0.954 -0.900
H 1.622 2.255 -3.006
H 3.564 1.583 -4.363
H 3.711 -0.730 -5.244
H 1.858 -2.323 -4.812
H -0.060 -1.611 -3.441
H -3.161 -1.528 0.944
H -2.738 -2.961 0.080
H -1.838 -2.624 1.528
H 0.931 -1.519 -0.676
H -1.212 2.071 2.772
H -0.319 0.857 3.564
H -2.636 -0.379 2.186
H -3.069 0.975 3.161
H -3.242 -0.543 4.782
H -2.104 -1.668 4.032
H -1.501 -0.293 4.956
H 2.779 0.557 2.073
H 2.738 -1.132 1.801
H 3.316 -0.785 -0.205
H 3.061 0.852 -0.102
H 0.892 -2.397 1.995
H -0.568 -1.648 2.564
H 2.225 -3.280 5.326
H 1.485 -3.900 3.876
H 3.384 -3.097 2.534
H 4.051 -2.217 3.952
H 4.006 -3.970 3.922
H -0.164 4.079 -0.014
H 0.092 4.554 1.637
H -1.254 3.507 1.277
H 0.765 3.342 3.558
H 2.449 3.245 2.950
H 1.666 1.813 3.592
O -6.511 -4.245 -2.600
C -6.352 -3.564 -3.597
C -5.392 -3.870 -4.643
C -5.275 -3.052 -5.697
O -4.420 -3.270 -6.690
C -6.113 -1.811 -5.836
O -5.936 -1.112 -6.815
C -7.089 -1.518 -4.799
C -7.206 -2.337 -3.748
O -8.073 -2.131 -2.759
H -4.793 -4.763 -4.531
H -4.536 -2.529 -7.315
H -7.696 -0.631 -4.914
H -7.942 -2.871 -2.133
O 9.568 1.030 2.588
C 8.521 1.418 2.107
C 8.410 2.028 0.792
C 7.215 2.440 0.349
O 7.038 3.002 -0.841
C 5.969 2.294 1.178
O 4.923 2.707 0.710
C 6.075 1.666 2.482
C 7.269 1.250 2.925
O 7.441 0.667 4.104
H 9.312 2.129 0.206
H 6.085 3.206 -0.906
H 5.169 1.552 3.062
H 8.395 0.472 4.173
*
```



(4)
Below is a cluster of 2 separate species, C17H17ClO2Si in total, with properties calculated with wB97M-V/def2-TZVPD.

## Properties
SMILES string: O=C1c2ccccc2C(=O)c2ccccc21.[SiH3]CCCCl
Kohn-Sham gap in eV: 8.867
Highest occupied orbital energy in eV: -9.82
Lowest unoccupied orbital energy in eV: -0.956

The geometry in ORCA input format:
```
! wB97M-V def2-TZVPD RIJCOSX def2/J DEFGRID3
* xyz 0 1
O -2.132 -0.026 1.373
C -2.067 0.755 0.448
C -0.755 1.274 -0.032
C 0.409 0.835 0.586
C 1.641 1.287 0.144
C 1.715 2.185 -0.916
C 0.558 2.633 -1.530
C -0.680 2.180 -1.092
C -1.913 2.681 -1.765
O -1.852 3.493 -2.662
C -3.225 2.144 -1.299
C -4.387 2.571 -1.928
C -5.614 2.079 -1.518
C -5.686 1.159 -0.478
C -4.531 0.733 0.154
C -3.297 1.223 -0.253
H 0.339 0.132 1.404
H 2.547 0.937 0.622
H 2.679 2.533 -1.262
H 0.601 3.334 -2.351
H -4.316 3.286 -2.735
H -6.518 2.413 -2.009
H -6.646 0.775 -0.160
H -4.573 0.021 0.967
Si 1.936 -2.481 2.256
C 2.962 -3.849 1.461
C 4.380 -3.338 1.146
C 4.376 -2.524 -0.137
Cl 5.738 -1.368 -0.213
H 0.535 -2.511 1.782
H 2.524 -1.191 1.821
H 2.017 -2.527 3.730
H 2.468 -4.184 0.548
H 3.016 -4.716 2.118
H 4.744 -2.701 1.955
H 5.084 -4.164 1.067
H 3.470 -1.930 -0.223
H 4.456 -3.151 -1.019
*
```



Number 1: E_tot -4006.14111 Eh. Number 2: E_tot -2159.25408 Eh. Number 3: E_tot -3518.93157 Eh. Number 4: E_tot -1558.17577 Eh.